1.
Entry from OMol25: 2 unconnected molecules or ions with the total composition C4HF3 at a distorted geometry (ωB97M-V/def2-TZVPD).

Each line ends with the Löwdin charge.
Cartesian coordinates (Å):
C -2.352 1.887 0.028  -0.0174
C -1.696 0.888 0.193  -0.0711
C -0.428 -0.763 -0.127  0.3349
C 0.922 -0.283 0.100  -0.6940
F 0.992 0.685 1.083  0.0819
F 1.715 -1.253 0.635  0.1270
F 1.476 0.275 -0.981  0.1615
H -0.629 -1.436 -0.931  0.0773

Its HOMO energy (spin up / spin down) is -10.3 / -10.6 eV. The energy above the lowest of the compared OMol25 structures with the same formula, charge and spin comes out at 139.28 kcal/mol. The calculation puts the frontier orbital gap (spin up / spin down) at 5.750 / 6.043 eV.


2.
Entry from OMol25: a molecular structure, C4HF3 at a distorted geometry (ωB97M-V/def2-TZVPD).

Each line ends with the Löwdin charge.
Cartesian coordinates (Å):
C 2.530 0.307 0.573  0.1619
C 1.437 -0.257 0.350  -0.1700
C 0.284 -0.647 -0.192  0.0021
C -0.820 0.347 0.015  -0.6856
F -0.931 0.764 1.274  0.1538
F -0.566 1.468 -0.689  0.1323
F -2.006 -0.129 -0.390  0.1315
H 0.073 -1.852 -0.940  0.2740

Its HOMO energy (spin up / spin down) is -9.4 / -11.1 eV. The energy above the lowest of the compared OMol25 structures with the same formula, charge and spin comes out at 26.03 kcal/mol. As for the spin multiplicity: 3. The calculation puts the frontier orbital gap (spin up / spin down) at 9.277 / 7.092 eV.


3.
Entry from OMol25: 2 unconnected molecules or ions with the total composition C4HF6NO2S at a distorted geometry (ωB97M-V/def2-TZVPD).

Each line ends with the Löwdin charge.
Cartesian coordinates (Å):
C -1.813 -0.701 0.248  0.0317
C -0.628 -1.315 0.829  -0.4168
C 1.470 1.816 -0.355  -0.7473
C 0.292 -1.914 -0.264  -0.5984
N -2.253 0.345 -0.020  0.2355
O -0.437 -1.685 1.997  0.0589
O -0.972 1.822 0.664  -0.5484
F 2.728 1.457 -0.019  0.0786
F 1.416 3.167 -0.309  0.0936
F 1.308 1.260 -1.573  0.1015
F 1.508 -2.066 0.198  0.1970
F 0.332 -1.143 -1.347  0.1427
F -0.243 -3.127 -0.652  0.1249
S 0.325 1.192 1.011  1.0800
H -3.035 0.891 -0.407  0.1663

Its HOMO energy (spin up / spin down) is -9.2 / -8.8 eV. The energy above the lowest of the compared OMol25 structures with the same formula, charge and spin comes out at 51.69 kcal/mol. The calculation puts the frontier orbital gap (spin up / spin down) at 7.696 / 7.274 eV.


4.
Entry from OMol25: 3 unconnected molecules or ions with the total composition C4HF8NO2 at a distorted geometry (ωB97M-V/def2-TZVPD).

Each line ends with the Löwdin charge.
Cartesian coordinates (Å):
F 1.040 -2.159 2.211  0.1589
C 0.150 -1.245 1.791  -0.4439
F 0.120 -0.399 2.786  0.1850
N -0.628 -1.171 0.847  0.2769
C -0.699 -1.905 -0.329  -0.6792
F 0.251 -2.882 -0.383  0.1154
F -1.828 -2.553 -0.503  0.1840
F -0.443 -1.182 -1.428  0.1470
F -0.185 1.693 -1.387  0.1485
C -1.011 2.473 -0.769  -0.5040
F -1.627 1.720 0.162  0.0799
F -0.427 3.519 -0.114  0.0864
H -1.903 2.862 -1.480  0.2029
O 2.826 0.864 -1.418  0.2599
C 2.423 0.414 -0.468  -0.4153
O 1.942 -0.048 0.481  0.1977

Its HOMO energy is -12.3 eV. The energy above the lowest of the compared OMol25 structures with the same formula, charge and spin comes out at 0.00 kcal/mol. The SMILES is FC(F)=NC(F)(F)F.FC(F)F.O=C=O. The calculation puts the frontier orbital gap at 12.823 eV.


5.
Entry from OMol25: a molecular structure, C4HFeLiO4 at a distorted geometry (ωB97M-V/def2-TZVPD).

Each line ends with the Löwdin charge.
Cartesian coordinates (Å):
O -2.064 -0.029 -2.078  -0.0429
C -2.305 -0.612 -3.017  0.1483
C 0.786 1.098 -0.017  0.2015
C 1.204 0.400 -0.992  0.3640
H 1.446 0.347 -2.043  0.1841
Li -1.436 1.245 -0.525  0.8291
O 1.754 -0.093 0.648  0.2124
C 0.768 -0.629 1.351  -0.5829
O 0.941 -1.263 2.398  0.1777
O -0.277 0.137 1.218  -0.0567
Fe -0.817 -0.602 3.057  1.5653

Its HOMO energy (spin up / spin down) is -23.3 / -23.3 eV. As for the spin multiplicity: 6. The calculation puts the frontier orbital gap (spin up / spin down) at 8.095 / 5.554 eV. The charge is +3.


no.,calculated total energy (eV)
1,-12305.390
2,-12308.943
3,-36885.369
4,-31489.707
5,-46902.918